Density functional theory data (the ωB97M-V functional and the def2-TZVPD basis) for a 3-piece molecular cluster, C18H46BrClN9O6P4 overall at a distorted geometry.

```
! wB97M-V def2-TZVPD RIJCOSX def2/J DEFGRID3
* xyz -1 1
C 1.50774 -2.54776 -2.25368
C 0.09325 -1.93815 -1.69479
C -1.24974 -2.49318 -2.52839
Br -0.61918 -3.75389 -4.00505
N -2.13710 -1.39561 -2.98699
P -1.39657 -0.15125 -3.98998
N 0.05196 -0.49301 -4.61953
C -3.55092 -1.73251 -3.30562
N -4.26663 -0.36778 -3.45403
C -4.35284 0.10117 -2.13702
O -4.77624 0.55284 -0.92363
C -3.79355 -2.44468 -4.79688
O -3.72987 -1.74562 -5.96478
O -4.15960 -3.88080 -4.96860
P -4.54797 -2.60684 -1.90567
O -6.23092 -2.49223 -2.46447
Cl -4.17856 -4.69097 -1.81284
H 1.60340 -3.72535 -2.08557
H 2.36155 -2.08409 -1.55888
H 1.79263 -2.21794 -3.34806
H 0.01505 -2.28890 -0.55557
H 0.15921 -0.77153 -1.65552
H -1.75319 -3.23833 -1.74177
H -2.25169 0.22228 -5.12198
H -1.22206 1.03463 -3.13955
H -0.02876 -0.40146 -5.66290
H -6.23796 -2.16601 -3.43125
O 4.66890 -0.20685 -1.64099
P 6.00224 0.43925 -2.09076
N 6.94923 -0.83554 -1.46926
C 7.36387 -0.98114 -0.08840
C 6.60837 -2.15677 -2.00745
N 5.84337 1.77287 -1.03807
C 6.40025 1.87192 0.29411
C 4.53115 2.42901 -1.06209
N 7.53501 1.18199 -2.60780
C 8.70502 0.43732 -3.04888
C 7.52221 2.54808 -3.12831
H 7.99653 -1.86696 0.04951
H 6.51263 -1.06883 0.59116
H 8.00757 -0.15645 0.21837
H 6.43372 -2.09208 -3.09015
H 5.71079 -2.56750 -1.53959
H 7.42929 -2.86921 -1.86998
H 5.98479 1.11865 0.96828
H 6.20121 2.85233 0.74475
H 7.48943 1.80184 0.26541
H 3.80841 1.90825 -0.42402
H 4.13405 2.45702 -2.08099
H 4.60208 3.47027 -0.72826
H 9.30827 0.13326 -2.18653
H 9.37344 1.02544 -3.68892
H 8.42581 -0.44907 -3.62587
H 8.05284 3.20760 -2.43316
H 6.50536 2.92965 -3.24950
H 7.99344 2.63037 -4.11183
O -3.00947 1.02458 5.54173
P -3.97724 0.82953 4.34887
N -4.53919 2.43852 4.40799
C -5.56819 2.93925 5.29699
C -3.48446 3.44987 4.28063
N -4.96122 -0.28825 5.18210
C -6.15968 0.02960 5.92862
C -4.23479 -1.36129 5.87050
N -5.08977 0.60531 2.97759
C -5.41560 1.63557 2.00271
C -5.30405 -0.74107 2.44970
H -5.77396 4.00153 5.11487
H -5.29522 2.82689 6.34911
H -6.52584 2.45589 5.10245
H -2.76915 3.15611 3.50027
H -2.93545 3.58513 5.21526
H -3.89366 4.41893 3.97427
H -5.95071 0.68406 6.77866
H -6.64011 -0.87269 6.32731
H -6.91503 0.47518 5.27827
H -3.86838 -1.03565 6.85049
H -3.37862 -1.68983 5.27413
H -4.87011 -2.24269 6.01265
H -6.22973 2.26659 2.37558
H -5.76663 1.22831 1.04707
H -4.54895 2.26182 1.77184
H -6.33571 -1.05042 2.64905
H -4.63507 -1.47196 2.91070
H -5.12474 -0.80662 1.37281
*
```

- Highest occupied orbital energy: -0.1830 hartree